# 1
Here is a structure of composition C30H25FeN2O2 from the OMol25 dataset. Energies are from ωB97M-V/def2-TZVPD.

Calculated values
E_LUMO (spin up / spin down) = 0.329 / -0.630 eV
orbital gap (spin up / spin down) = 7.476 / 7.058 eV
<S²> = 8.81
spin multiplicity = 6
E_HOMO (spin up / spin down) = -7.146 / -7.687 eV

Each line ends with the Mulliken spin population.
Positions of all 60 atoms, in Å:
1 Fe -0.02642 0.28613 0.19302  3.6906
2 O -1.47631 -0.60772 1.10616  0.0807
3 C -1.82767 -0.20930 2.29668  0.0211
4 C -3.19609 -0.13109 2.63350  -0.0003
5 C -3.60081 0.28116 3.88081  0.0008
6 C -2.67447 0.63496 4.86898  0.0046
7 C -1.33579 0.55746 4.56922  0.0000
8 C -0.88537 0.13712 3.30701  0.0001
9 C 0.54436 0.08486 3.09515  0.0404
10 N 1.11715 -0.27100 2.00726  -0.0095
11 C 2.56934 -0.21911 1.90079  -0.0004
12 C 2.91548 0.20981 0.46390  0.0146
13 N 1.90403 1.17164 0.03917  0.0279
14 C 2.14859 2.42015 0.21771  -0.0124
15 C 1.20630 3.49656 0.11785  0.0247
16 C 1.68535 4.81252 0.27210  0.0001
17 C 0.83757 5.88871 0.25883  0.0064
18 C -0.53918 5.65812 0.10263  -0.0008
19 C -1.04363 4.39145 -0.04190  0.0089
20 C -0.18825 3.26187 -0.04563  0.0042
21 O -0.68363 2.07672 -0.19253  0.0894
22 H -3.91304 -0.40090 1.86924  -0.0008
23 H -4.66048 0.33610 4.10086  0.0000
24 H -3.00571 0.96336 5.84424  0.0004
25 H -0.59623 0.82236 5.31772  -0.0001
26 H 1.15991 0.37939 3.95469  0.0067
27 H 2.99411 -1.21034 2.08559  0.0017
28 H 2.99788 0.47268 2.63513  -0.0001
29 H 2.85831 -0.66539 -0.18622  -0.0096
30 H 3.92801 0.61786 0.39661  0.0056
31 H 3.16930 2.70984 0.49581  -0.0011
32 H 2.75222 4.96135 0.40261  -0.0011
33 H 1.21678 6.89434 0.37505  0.0006
34 H -1.22108 6.50033 0.10082  -0.0003
35 H -2.10462 4.21302 -0.15534  0.0000
36 C 5.11193 -5.01015 -0.45425  -0.0106
37 C 4.21558 -4.82030 -1.50016  0.0167
38 C 2.99683 -4.20649 -1.27221  0.0416
39 C 2.65349 -3.77237 0.00805  -0.0144
40 C 3.55497 -3.96954 1.05001  -0.0063
41 C 4.77795 -4.58485 0.82181  0.0068
42 C 1.36440 -3.10131 0.28244  0.0392
43 C 0.41837 -2.86609 -0.58140  0.4337
44 C -0.75648 -2.58085 -1.22738  -0.0358
45 C -0.89921 -1.39194 -1.98971  0.2159
46 C -2.10683 -1.05935 -2.56450  -0.0940
47 C -3.20426 -1.90595 -2.43009  0.2239
48 C -3.07466 -3.09778 -1.71477  -0.1043
49 C -1.88238 -3.44184 -1.12145  0.2157
50 H 6.06495 -5.48933 -0.63642  -0.0005
51 H 4.47115 -5.15334 -2.49790  0.0008
52 H 2.29855 -4.05682 -2.08723  -0.0093
53 H 3.28799 -3.64895 2.05104  -0.0016
54 H 5.46780 -4.73408 1.64242  0.0003
55 H 1.20894 -2.75886 1.30951  0.0704
56 H -0.02989 -0.76503 -2.16391  0.0040
57 H -2.19583 -0.13415 -3.11875  -0.0023
58 H -4.15150 -1.64310 -2.88075  0.0128
59 H -3.92740 -3.75670 -1.61240  -0.0018
60 H -1.79067 -4.35237 -0.54537  0.0060


# 2
Here is a structure of composition C30H26BrF5N5ReSSb at a distorted geometry from the OMol25 dataset. Energies are from ωB97M-V/def2-TZVPD.

Calculated values
E_LUMO (spin up / spin down) = -9.028 / -7.710 eV
orbital gap (spin up / spin down) = 4.612 / 5.937 eV
<S²> = 1.09
spin multiplicity = 2
net charge = +2
E_HOMO (spin up / spin down) = -13.640 / -13.647 eV

Each line ends with the Mulliken spin population.
Positions of all 70 atoms, in Å:
1 Re -0.64480 0.21950 0.03060  1.5225
2 C -1.02260 3.21830 -1.85870  0.0132
3 C 0.00900 3.32940 -0.79170  0.0036
4 C 0.57190 4.60600 -0.67710  -0.0014
5 C 1.54900 4.86780 0.25260  0.0028
6 C 1.97370 3.79790 1.02520  -0.0090
7 C 1.40590 2.54770 0.85710  -0.0098
8 N 0.40990 2.29970 -0.01230  -0.0298
9 Sb 2.44790 1.09080 2.11520  0.0042
10 C 0.62660 0.13350 2.90000  0.0031
11 C 0.84760 -0.28310 4.20510  -0.0075
12 C -0.22950 -0.44280 5.06090  0.0020
13 C -1.47790 -0.14390 4.55750  0.0015
14 C -1.64470 0.20000 3.21490  0.0051
15 C -3.04330 0.41760 2.75580  -0.0113
16 N -0.59210 0.32960 2.37720  0.0045
17 C 3.38720 -0.00620 0.44390  0.0157
18 C 4.20570 -1.10150 0.62290  0.0029
19 C 4.84850 -1.56490 -0.52270  0.0002
20 C 4.67790 -0.91260 -1.72850  0.0000
21 C 3.84940 0.21650 -1.79650  0.0001
22 C 3.63710 0.97930 -3.04990  0.0000
23 N 3.22810 0.61140 -0.69120  -0.0100
24 H -1.75890 4.01190 -1.74460  -0.0009
25 H -1.53730 2.27050 -1.86550  -0.0153
26 H -0.54480 3.36480 -2.82900  -0.0002
27 H 0.20950 5.38430 -1.33030  0.0002
28 H 1.97460 5.85340 0.36810  -0.0002
29 H 2.74840 3.93320 1.76600  0.0012
30 H 1.85940 -0.46440 4.54450  0.0005
31 H -0.09540 -0.75560 6.08540  0.0004
32 H -2.34680 -0.19370 5.19230  0.0004
33 H -3.70860 0.45920 3.61420  -0.0004
34 H -3.36740 -0.41370 2.12850  0.0019
35 H -3.13090 1.35200 2.20410  0.0033
36 H 4.33400 -1.57030 1.58460  0.0001
37 H 5.48030 -2.43700 -0.45880  0.0001
38 H 5.19920 -1.23710 -2.61720  0.0000
39 H 4.58310 1.17100 -3.54990  0.0001
40 H 3.13420 1.91800 -2.84120  0.0000
41 H 3.01920 0.39950 -3.73470  -0.0001
42 S -2.89470 1.06870 -0.23050  -0.3931
43 C -3.29110 -0.62990 -0.39030  0.0191
44 C -4.53390 -1.18490 -0.63260  -0.0326
45 C -4.60160 -2.55790 -0.81460  0.0078
46 C -3.43530 -3.31030 -0.73930  -0.0334
47 C -2.23130 -2.67690 -0.47060  -0.0088
48 N -2.16220 -1.36260 -0.27530  -0.0446
49 H -5.40670 -0.55680 -0.69310  0.0003
50 H -5.54950 -3.02440 -1.03510  -0.0004
51 H -3.45600 -4.37540 -0.90150  -0.0011
52 H -1.30310 -3.22820 -0.42720  -0.0021
53 F 0.41990 -1.18880 -2.28890  0.0060
54 C -0.29420 -0.02410 -2.09140  -0.0651
55 F 0.55810 0.95120 -2.54220  0.0010
56 C -1.38370 -0.19620 -3.19450  0.0092
57 F -0.86180 -0.07410 -4.40260  -0.0018
58 F -2.41140 0.65440 -3.10220  -0.0071
59 F -1.91410 -1.42370 -3.08740  0.0015
60 Br -0.93550 -2.85380 2.63750  0.0016
61 C 0.49870 -3.06750 1.41460  0.0081
62 C 1.10860 -4.31440 1.42280  0.0004
63 C 2.05350 -4.60410 0.45500  0.0007
64 C 2.36410 -3.60470 -0.45150  -0.0005
65 C 1.75160 -2.36990 -0.33070  0.0155
66 N 0.80670 -2.08070 0.56860  0.0246
67 H 0.80950 -5.05100 2.15010  0.0002
68 H 2.50500 -5.58310 0.39490  0.0000
69 H 3.06250 -3.76530 -1.25430  0.0003
70 H 2.01400 -1.59390 -1.02520  0.0008


# 3
Here is a structure of composition C30H26BrN10O5S5Ta from the OMol25 dataset. Energies are from ωB97M-V/def2-TZVPD.

Calculated values
E_LUMO = -6.069 eV
orbital gap = 5.936 eV
net charge = +2
E_HOMO = -12.006 eV

Each line ends with the Mulliken charge.
Positions of all 78 atoms, in Å:
1 Ta 0.12613 -0.23175 -0.87816  1.2575
2 O 7.95924 -0.66980 -0.65097  -0.5503
3 N 6.99474 -1.39123 -0.59262  0.9679
4 O 7.01186 -2.60233 -0.51253  -0.5616
5 C 5.66557 -0.73693 -0.57172  0.0629
6 C 5.61232 0.48989 -0.02660  -0.9024
7 C 4.36371 1.17088 0.10410  0.9393
8 C 4.25491 2.46551 0.63721  -0.8042
9 C 3.01482 3.04326 0.70529  -1.2109
10 C 1.89958 2.32721 0.26609  0.3253
11 N 1.97372 1.09894 -0.22858  0.2915
12 C 3.19761 0.53009 -0.32204  -0.8231
13 C 3.27162 -0.76279 -0.93134  0.4995
14 N 2.09707 -1.27904 -1.37613  0.1986
15 C 2.13517 -2.42640 -2.04820  0.0362
16 C 3.31910 -3.11652 -2.28413  -1.4926
17 C 4.50603 -2.62926 -1.80259  -0.3772
18 C 4.50431 -1.41237 -1.09174  0.4116
19 H 6.52351 0.96018 0.31872  0.5748
20 H 5.14022 2.99117 0.97108  0.5100
21 H 2.87395 4.04440 1.08623  0.5414
22 H 0.92294 2.78449 0.31511  0.2583
23 H 1.19716 -2.80422 -2.42186  0.5239
24 H 3.28612 -4.03447 -2.85279  0.4762
25 H 5.42844 -3.16011 -1.97464  0.6294
26 C -0.52337 -1.15875 4.66821  -1.1365
27 N 0.10997 -1.46111 3.38491  0.1702
28 C 0.98482 -2.62885 3.30211  -1.0184
29 C -0.06267 -0.69502 2.30178  0.3086
30 N 0.61694 -0.83927 1.19597  -0.1816
31 N -1.02569 0.28801 2.40680  0.0662
32 C -1.34971 1.26418 1.48656  0.8754
33 N -2.22600 2.16840 1.91914  -0.2128
34 N -0.83808 1.30427 0.28631  -0.3664
35 H -1.56961 -1.47480 4.69164  0.3444
36 H -0.44481 -0.09763 4.90447  0.4180
37 H 0.00373 -1.69884 5.44805  0.3757
38 H 0.80231 -3.25993 4.16602  0.3798
39 H 2.03909 -2.34000 3.30653  0.3271
40 H 0.76581 -3.21749 2.41065  0.2518
41 H 1.31534 -1.56815 1.27102  0.2153
42 H -1.65419 0.20684 3.18881  0.3062
43 H -2.45623 2.23426 2.89599  0.2280
44 H -2.58403 2.90766 1.29875  0.3215
45 H -1.10605 2.17558 -0.17982  -0.3309
46 O -1.55512 1.85689 -7.46159  -0.4857
47 C -1.24842 1.49547 -6.37313  0.5640
48 S -0.41857 2.54664 -5.18168  -0.1020
49 C -0.36955 1.34532 -3.92282  0.2056
50 C -0.89708 0.13220 -4.17335  0.2415
51 S -0.83921 -1.09675 -2.97210  -0.3272
52 S -1.59299 -0.14697 -5.74209  -0.0969
53 S 0.37255 1.65257 -2.40552  -0.1731
54 Br 0.02731 -5.18402 0.34580  -0.1728
55 C -1.79566 -4.67763 0.42651  0.1939
56 C -2.68807 -5.67463 0.78490  -0.6360
57 C -4.04089 -5.38944 0.89518  -0.5424
58 C -4.51183 -4.10504 0.66268  -0.7905
59 C -3.62143 -3.10936 0.31524  -0.5011
60 C -2.25519 -3.37746 0.18434  0.1540
61 C -1.40887 -2.25562 -0.23681  1.1543
62 O -0.24134 -2.39672 -0.72664  -0.5407
63 O -1.79606 -1.05349 -0.13197  -0.8971
64 H -2.32199 -6.67382 0.97324  0.4776
65 H -4.72693 -6.18148 1.16366  0.4206
66 H -5.56735 -3.88685 0.74287  0.4310
67 H -3.96612 -2.10472 0.11154  0.4857
68 S -0.97087 4.53623 -0.67757  -0.4560
69 C -2.55594 5.00291 -0.46885  0.0223
70 N -3.02163 6.11648 -1.12730  -0.0172
71 C -4.29351 6.55217 -1.05657  0.0698
72 C -5.18793 5.86945 -0.29408  -0.9111
73 C -4.69155 4.74165 0.37723  0.0212
74 N -3.44653 4.32344 0.30456  -0.4558
75 H -2.34449 6.60622 -1.69861  0.2637
76 H -4.53075 7.44017 -1.62557  0.4278
77 H -6.21658 6.17946 -0.20954  0.4064
78 H -5.35484 4.15861 1.00696  0.4424


# 4
Here is a structure of composition C30H26EuN8O10S4 at a distorted geometry from the OMol25 dataset. Energies are from ωB97M-V/def2-TZVPD.

Calculated values
E_LUMO (spin up / spin down) = 3.712 / 3.708 eV
orbital gap (spin up / spin down) = 4.852 / 7.127 eV
<S²> = 15.77
spin multiplicity = 8
net charge = -2
E_HOMO (spin up / spin down) = -1.139 / -3.419 eV

Each line ends with the Mulliken spin population.
Positions of all 79 atoms, in Å:
1 Eu 0.03882 -0.93263 -0.92461  6.1187
2 O -1.61612 -3.30043 2.57587  0.0276
3 C -1.55650 -2.53971 1.47982  0.1826
4 O -0.70438 -2.74207 0.58991  0.0896
5 C -2.44687 -1.38018 1.44306  0.2208
6 C -3.45308 -1.03246 2.37064  0.0419
7 C -4.19554 0.09888 2.12631  0.0523
8 C -3.97960 0.81140 0.91110  0.1734
9 C -3.00358 0.38222 0.06623  -0.0444
10 N -2.17338 -0.63328 0.36042  0.1800
11 C -2.66964 0.98106 -1.31389  -0.0242
12 O -3.37983 1.89034 -1.75011  -0.0022
13 O -1.65535 0.44763 -1.91919  -0.0056
14 H -0.75967 -3.74090 2.53738  -0.0003
15 H -3.54134 -1.61192 3.28654  0.0088
16 H -4.98198 0.43948 2.79763  0.0092
17 H -4.62470 1.62441 0.59327  0.0084
18 O 1.93328 -2.49301 -0.78112  -0.0007
19 N 2.95398 -2.34482 -1.51494  0.0022
20 N 2.78349 -1.51314 -2.47588  -0.0014
21 O 1.64972 -0.84994 -2.59370  -0.0094
22 C 3.89421 -1.10019 -3.28892  -0.0007
23 C 4.95526 -1.94245 -3.52572  -0.0001
24 C 6.02819 -1.49952 -4.26860  -0.0001
25 C 6.03882 -0.19709 -4.76226  0.0000
26 C 4.96368 0.64863 -4.52934  0.0002
27 C 3.88778 0.21342 -3.78704  0.0003
28 H 4.93963 -2.95738 -3.12281  0.0000
29 H 6.85937 -2.14237 -4.49417  0.0000
30 H 6.91477 0.10430 -5.36284  0.0000
31 H 4.96832 1.64265 -4.96301  0.0000
32 H 3.02896 0.85791 -3.58780  -0.0001
33 C -1.69837 1.33902 -5.40769  -0.0007
34 C -2.43416 0.21898 -4.77501  -0.0005
35 C -3.78305 0.24339 -4.49439  0.0019
36 C -4.32689 -0.76816 -3.69301  0.0006
37 N -3.62735 -1.79346 -3.25740  -0.0007
38 C -2.30337 -1.85661 -3.57581  0.0038
39 S -1.27197 -3.02880 -2.95142  -0.0023
40 N -1.76812 -0.87306 -4.38209  -0.0009
41 C -5.72915 -0.65649 -3.19738  0.0017
42 H -2.25850 1.74767 -6.23481  0.0000
43 H -0.70490 1.05523 -5.75934  0.0001
44 H -1.51623 2.08345 -4.62377  0.0002
45 H -4.36526 1.08050 -4.77232  0.0000
46 H -0.75128 -0.95652 -4.55749  -0.0009
47 H -6.42857 -0.44058 -4.01121  0.0001
48 H -5.78098 0.19769 -2.48890  0.0003
49 H -6.09239 -1.54080 -2.67858  -0.0004
50 C -0.87812 3.78088 -0.48323  -0.0148
51 O -0.25905 3.63880 -1.76996  -0.0006
52 C 0.70784 2.72664 -1.97988  -0.0003
53 S 1.17984 2.72182 -3.58070  -0.0026
54 S 1.19859 1.73870 -0.64979  -0.0033
55 H -1.54774 4.62656 -0.60560  -0.0010
56 H -0.09914 3.91887 0.27545  0.0003
57 H -1.47377 2.91265 -0.21892  0.0090
58 O -0.58299 2.31924 7.91101  0.0000
59 S 0.43447 1.75265 8.74738  0.0002
60 O -0.02633 0.73210 9.68495  0.0000
61 O 1.35705 2.70074 9.32708  0.0000
62 C 1.48330 0.81666 7.61852  -0.0002
63 N 2.60325 0.31636 8.21017  0.0002
64 C 3.35889 -0.46423 7.42996  -0.0001
65 C 3.04572 -0.71764 6.08977  0.0002
66 C 1.94225 -0.06184 5.58258  0.0010
67 N 1.14261 0.68310 6.35487  0.0000
68 C 1.58965 -0.21674 4.13078  0.0000
69 C 0.63496 0.62172 3.56777  -0.0076
70 C 0.30397 0.49051 2.23968  0.0059
71 N 0.83713 -0.42402 1.42819  -0.0021
72 C 1.77489 -1.22967 1.94036  0.0090
73 C 2.18996 -1.13843 3.26124  -0.0068
74 H 4.23460 -0.93641 7.89022  0.0000
75 H 3.68186 -1.36643 5.48800  0.0000
76 H 0.20749 1.41258 4.17472  0.0013
77 H -0.40270 1.16206 1.73689  -0.0115
78 H 2.16108 -1.95642 1.24789  -0.0060
79 H 2.94427 -1.80113 3.63900  0.0004